# C47H63BrF4GeMgNO3PSi2Te

C47H63BrF4GeMgNO3PSi2Te as an isolated structure (wB97M-V/def2-TZVPD, the OMol25 dataset).

Geometry as XYZ:
```
125
Properties=species:S:1:pos:R:3
Mg -0.5880 0.4228 0.8565
C -4.2621 2.0284 -0.9045
C -3.0482 1.1121 -0.9765
C -2.2955 1.3358 -2.2814
C -3.4618 -0.3486 -0.8499
O -2.1307 1.4443 0.0892
Ge -2.6502 1.7844 1.9443
O -0.7480 2.2696 1.9389
C -0.0599 2.5915 3.1777
C -1.0564 2.7865 4.3161
C 0.7051 3.8912 2.9644
C 0.9118 1.4645 3.5020
O -1.9839 0.0172 2.2716
C -2.5355 -1.0556 3.0711
C -2.5413 -2.3077 2.2096
C -3.9464 -0.6937 3.5115
C -1.6328 -1.2629 4.2799
H -4.9048 1.8720 -1.7715
H -3.9482 3.0747 -0.8942
H -4.8569 1.8370 -0.0093
H -2.0832 2.3964 -2.4299
H -2.8798 0.9840 -3.1323
H -1.3513 0.7853 -2.2697
H -4.1238 -0.6324 -1.6695
H -3.9906 -0.5171 0.0895
H -2.5873 -1.0079 -0.8819
H -1.7602 3.5910 4.0916
H -0.5241 3.0516 5.2302
H -1.6171 1.8713 4.5195
H 0.0201 4.6953 2.6872
H 1.4606 3.7674 2.1871
H 1.2212 4.1839 3.8797
H 0.3765 0.5247 3.6401
H 1.4575 1.6814 4.4216
H 1.6367 1.3324 2.6959
H -3.2245 -2.2081 1.3674
H -2.8412 -3.1841 2.7864
H -1.5400 -2.4917 1.8141
H -4.5894 -0.5085 2.6475
H -3.9504 0.1951 4.1468
H -4.3811 -1.5149 4.0819
H -0.6219 -1.5231 3.9590
H -2.0117 -2.0774 4.8984
H -1.5837 -0.3639 4.8962
F -0.2632 -5.8900 -6.2403
C -0.2606 -5.3808 -5.0173
C -0.1645 -6.2127 -3.9182
F -0.0696 -7.5249 -4.0875
C -0.1629 -5.6629 -2.6473
F -0.0518 -6.5131 -1.6274
C -0.2581 -4.2947 -2.4225
P -0.3468 -3.5799 -0.7238
C -1.5887 -4.7026 0.0256
C -2.9085 -4.4897 -0.3733
C -3.9410 -5.2446 0.1607
C -3.6662 -6.2037 1.1263
C -2.3577 -6.4114 1.5392
C -1.3217 -5.6708 0.9871
C 1.2393 -4.1118 0.0136
C 1.4398 -3.8169 1.3628
C 2.6325 -4.1365 1.9903
C 3.6576 -4.7361 1.2703
C 3.4821 -5.0073 -0.0772
C 2.2814 -4.6959 -0.7012
C -0.3567 -3.4790 -3.5548
Br -0.5051 -1.5990 -3.4350
C -0.3552 -4.0119 -4.8316
F -0.4483 -3.2349 -5.9086
H -3.1290 -3.7244 -1.1123
H -4.9588 -5.0797 -0.1689
H -4.4693 -6.7904 1.5526
H -2.1386 -7.1645 2.2851
H -0.3023 -5.8584 1.2996
H 0.6522 -3.3351 1.9327
H 2.7644 -3.9138 3.0416
H 4.5911 -4.9857 1.7581
H 4.2786 -5.4674 -0.6482
H 2.1691 -4.9132 -1.7552
N 7.9463 -3.6308 -2.5353
C 6.9927 -3.1468 -2.1154
C 5.7962 -2.5442 -1.5928
C 5.7474 -2.1400 -0.2609
C 4.5931 -1.5704 0.2430
C 3.4760 -1.3992 -0.5762
C 3.5364 -1.8034 -1.9136
C 4.6882 -2.3722 -2.4212
C 2.2719 -0.8172 -0.0620
C 1.2314 -0.3629 0.3782
H 6.6131 -2.2800 0.3721
H 4.5420 -1.2641 1.2790
H 2.6666 -1.6739 -2.5448
H 4.7376 -2.6897 -3.4541
C -0.5620 8.7246 0.3053
Si -1.1273 6.9766 0.0176
C -2.0896 6.8033 -1.5742
C -2.1300 6.3240 1.4540
C 0.4358 5.8963 -0.1602
Te -0.0570 3.8799 -0.5443
C 1.8757 3.0704 -0.4773
Si 2.6264 2.7502 -2.2126
C 4.3343 2.0851 -1.9025
C 1.5229 1.5031 -3.0478
C 2.6497 4.3748 -3.1357
H -1.4193 9.3935 0.4046
H 0.0469 9.0880 -0.5245
H 0.0291 8.8062 1.2194
H -3.0258 7.3619 -1.5127
H -2.3538 5.7652 -1.7962
H -1.5287 7.1946 -2.4256
H -3.0940 6.8355 1.4964
H -1.6270 6.4955 2.4079
H -2.3376 5.2522 1.3697
H 1.0668 5.9033 0.7305
H 1.0421 6.2195 -1.0119
H 1.8081 2.1068 0.0393
H 2.4895 3.7593 0.1044
H 4.2886 1.1637 -1.3180
H 4.9560 2.8029 -1.3638
H 4.8334 1.8558 -2.8467
H 1.3954 0.6352 -2.3939
H 1.9600 1.1570 -3.9868
H 0.5363 1.9134 -3.2817
H 3.2419 5.1292 -2.6126
H 1.6422 4.7739 -3.2876
H 3.0906 4.2434 -4.1260
```

As for the energy: -232602.6196 eV. The calculation puts the largest force on an atom at 0.0112 Eh/bohr. The calculation puts the orbital gap (alpha / beta) at 7.93 / 4.91 eV. As for the charge: +1. The multiplicity is 2. For the energy above the lowest of the compared OMol25 structures with the same formula, charge and spin, the calculation gives 0.000 eV.

# C47H66BrIN9P2PbS

C47H66BrIN9P2PbS as an isolated structure (wB97M-V/def2-TZVPD, the OMol25 dataset).

Geometry as XYZ:
```
128
Properties=species:S:1:pos:R:3
Pb 1.4691 0.6653 -1.0243
N -0.4274 1.9884 1.9530
P -0.9405 2.4372 0.3498
C -0.9595 4.2637 0.5408
C -0.0126 5.0034 -0.1671
C 0.0682 6.3827 -0.0116
C -0.8022 7.0308 0.8534
C -1.7420 6.2985 1.5735
C -1.8174 4.9214 1.4215
C -2.7013 1.9688 0.5359
C -3.0151 0.7675 1.1773
C -4.3352 0.3514 1.2983
C -5.3579 1.1213 0.7625
C -5.0548 2.3053 0.0994
C -3.7373 2.7286 -0.0126
C 0.8989 2.1638 2.3360
C 1.2284 2.3594 3.6837
C 2.5542 2.4794 4.0307
C 3.5317 2.4348 3.0393
C 3.1162 2.2700 1.7396
N 1.8296 2.1377 1.3770
H -1.0931 2.0703 2.7042
H 0.6610 4.4918 -0.8479
H 0.8087 6.9485 -0.5658
H -0.7500 8.1075 0.9684
H -2.4165 6.8029 2.2555
H -2.5547 4.3618 1.9869
H -2.2190 0.1516 1.5872
H -4.5660 -0.5766 1.8111
H -6.3887 0.8064 0.8702
H -5.8469 2.9075 -0.3280
H -3.5209 3.6636 -0.5129
H 0.4413 2.4180 4.4281
H 2.8312 2.6206 5.0685
H 4.5840 2.5345 3.2783
H 3.8381 2.2573 0.9241
Br -4.6676 2.9216 -5.0849
C -4.4038 4.5597 -4.1690
C -5.3878 5.5278 -4.3167
C -5.2763 6.7385 -3.6505
C -4.1860 6.9837 -2.8289
C -3.1963 6.0229 -2.6870
C -3.2911 4.8090 -3.3623
I -1.7643 3.4119 -3.0895
H -6.2393 5.3269 -4.9553
H -6.0453 7.4909 -3.7762
H -4.1023 7.9243 -2.2960
H -2.3402 6.2101 -2.0458
S 3.6876 -2.6616 -4.5584
C 2.0433 -3.0082 -4.2477
C 1.5144 -2.0471 -3.4545
N 2.3818 -1.0251 -3.1082
C 3.5596 -1.2347 -3.6255
H 1.5682 -3.8983 -4.6396
H 0.4968 -2.0324 -3.0817
H 4.4096 -0.5698 -3.4932
N 1.8276 -1.1118 0.0119
P 2.0719 -2.0396 1.2111
N 2.0525 -3.6335 0.7368
C 2.1021 -4.7462 1.6976
C 0.9695 -5.7372 1.4493
C 0.9267 -6.2095 -0.0273
C 1.9605 -5.4722 -0.8802
C 1.8414 -3.9725 -0.6747
N 3.5070 -1.7367 2.0248
C 4.6897 -1.5367 1.1583
C 5.7655 -0.7558 1.9017
C 6.1496 -1.4802 3.1916
C 4.8994 -1.7276 4.0358
C 3.8665 -2.4999 3.2256
N 0.9498 -2.0175 2.4752
C -0.4416 -2.1531 1.9826
C -1.3751 -2.5468 3.1236
C -1.2785 -1.5365 4.2708
C 0.1783 -1.3431 4.6905
C 1.0188 -0.9471 3.4838
H 2.0011 -4.3402 2.6996
H 3.0656 -5.2627 1.6489
H 0.0271 -5.2542 1.7176
H 1.0987 -6.5855 2.1220
H -0.0651 -6.0183 -0.4456
H 1.0953 -7.2851 -0.0922
H 1.8113 -5.7020 -1.9357
H 2.9712 -5.7978 -0.6203
H 0.8457 -3.6480 -1.0032
H 2.5656 -3.4421 -1.2941
H 4.3764 -1.0167 0.2585
H 5.1043 -2.5123 0.8585
H 5.3687 0.2311 2.1460
H 6.6375 -0.6237 1.2561
H 6.8918 -0.9097 3.7540
H 6.6040 -2.4457 2.9386
H 4.4637 -0.7685 4.3384
H 5.1460 -2.2885 4.9396
H 2.9756 -2.6877 3.8243
H 4.2909 -3.4763 2.9493
H -0.4662 -2.8963 1.1835
H -0.7775 -1.1988 1.5475
H -1.0965 -3.5425 3.4840
H -2.4011 -2.6039 2.7487
H -1.8807 -1.8656 5.1208
H -1.6864 -0.5731 3.9349
H 0.5698 -2.2854 5.0877
H 0.2603 -0.5878 5.4762
H 0.6223 -0.0132 3.0632
H 2.0521 -0.7601 3.7636
C -2.2421 -1.7561 -1.3369
C -2.5016 -0.5169 -2.1906
N -2.0441 -0.6577 -3.5828
C -2.8599 -1.4810 -4.4836
C -2.3270 -2.8961 -4.7029
C -0.9606 0.0287 -4.0105
C -0.6370 0.0121 -5.4845
N -0.2502 0.7075 -3.1596
H -2.6104 -1.5844 -0.3228
H -1.1690 -1.9776 -1.2764
H -2.7589 -2.6328 -1.7323
H -1.9934 0.3405 -1.7673
H -3.5691 -0.2912 -2.2101
H -2.9703 -0.9747 -5.4413
H -3.8551 -1.5337 -4.0430
H -1.3334 -2.8832 -5.1596
H -2.9968 -3.4482 -5.3686
H -2.2561 -3.4423 -3.7605
H -1.3915 0.5820 -6.0356
H -0.6085 -0.9979 -5.8919
H 0.3309 0.4762 -5.6491
H 0.4880 1.1955 -3.6622
```

As for the energy: -176023.6086 eV. The calculation puts the largest force on an atom at 0.0122 Eh/bohr. The calculation puts the orbital gap at 7.94 eV. As for the charge: +1. The multiplicity is 1. For the energy above the lowest of the compared OMol25 structures with the same formula, charge and spin, the calculation gives 0.281 eV.

# C47H67Cl2N2O4PSiSr

C47H67Cl2N2O4PSiSr as an isolated structure (wB97M-V/def2-TZVPD, the OMol25 dataset).

Geometry as XYZ:
```
125
Properties=species:S:1:pos:R:3
Sr 0.7916 -0.2355 -0.8925
C 4.8092 -0.8938 3.5819
C 4.9798 -0.7338 2.0955
C 6.2441 -0.7664 1.5311
C 6.3546 -0.6048 0.1523
C 5.2225 -0.4030 -0.5858
C 3.9722 -0.3409 0.0668
N 3.8728 -0.5456 1.3911
N 2.8474 -0.0516 -0.5808
Si 2.8920 0.4618 -2.1802
C 3.4000 -0.7492 -3.4741
C 1.1818 0.9217 -2.6888
C 3.7597 2.0895 -2.2330
H 5.6696 -0.4822 4.1052
H 4.7336 -1.9502 3.8392
H 3.9055 -0.3831 3.9017
H 7.1266 -0.9189 2.1331
H 7.3261 -0.6266 -0.3273
H 5.2644 -0.2902 -1.6601
H 3.3538 -1.7618 -3.0892
H 4.4168 -0.5360 -3.7987
H 2.7326 -0.6787 -4.3343
H 0.6396 0.0472 -2.9877
H 1.2883 1.5551 -3.5667
H 0.6775 1.4853 -1.9207
H 4.7505 1.9969 -1.8006
H 3.1997 2.8195 -1.6459
H 3.8365 2.4512 -3.2551
C 0.8560 4.7608 -2.0840
C -0.4553 5.0016 -1.3314
C -0.4028 6.3448 -0.5974
C -0.7748 3.9118 -0.3366
C -2.0609 3.4279 -0.2104
C -2.4279 2.4751 0.7404
C -3.9154 2.1718 0.6823
C -4.1823 1.4387 -0.6467
C -4.5433 1.4480 1.8676
C -1.4414 1.9423 1.5906
C -0.1299 2.4709 1.5047
C 0.1749 3.4241 0.5448
C 0.9352 2.1471 2.5326
C 0.9137 3.1823 3.6680
C 2.3445 2.1163 1.9422
C -1.7730 1.1405 2.8144
C -2.2215 1.9143 3.8899
C -2.5363 1.3758 5.1240
C -2.4384 0.0094 5.3114
C -2.0111 -0.7792 4.2605
C -1.6485 -0.2478 3.0195
P -0.9686 -1.4203 1.7784
C -2.4058 -2.5118 1.2119
C -3.1608 -1.6278 0.2319
C -1.8167 -3.6695 0.4135
C -3.3559 -2.9956 2.3043
C 0.3575 -2.4890 2.6133
C -0.0930 -3.5184 3.6537
C 1.3046 -1.4619 3.2139
C 1.1238 -3.2180 1.5055
H 0.9199 5.4264 -2.9445
H 0.9263 3.7368 -2.4497
H 1.7208 4.9475 -1.4488
H -1.2699 5.0430 -2.0634
H 0.3457 6.3100 0.1904
H -1.3659 6.5639 -0.1440
H -0.1508 7.1462 -1.2873
H -2.8196 3.8362 -0.8623
H -4.4260 3.1414 0.6205
H -3.3581 0.7587 -0.8626
H -4.2632 2.1478 -1.4675
H -5.1198 0.8902 -0.6000
H -4.0384 0.5152 2.0904
H -5.5868 1.2409 1.6382
H -4.5185 2.0772 2.7531
H 1.1754 3.8207 0.5001
H 0.7188 1.1569 2.9354
H 1.0909 4.1828 3.2767
H 1.6999 2.9583 4.3868
H -0.0366 3.1842 4.1934
H 2.7002 3.1144 1.6941
H 2.3688 1.4857 1.0628
H 3.0356 1.6926 2.6649
H -2.3233 2.9795 3.7444
H -2.8520 2.0135 5.9353
H -2.6853 -0.4381 6.2623
H -1.9433 -1.8439 4.3991
H -2.4235 -1.2401 -0.4798
H -3.6252 -0.8069 0.7593
H -3.9363 -2.1941 -0.2773
H -1.0540 -3.2589 -0.2622
H -2.6091 -4.1286 -0.1751
H -1.3978 -4.4388 1.0526
H -3.7832 -2.1611 2.8496
H -2.8729 -3.6624 3.0076
H -4.1676 -3.5409 1.8307
H -0.3656 -3.0576 4.5956
H 0.7409 -4.1865 3.8562
H -0.9183 -4.1218 3.2930
H 0.7974 -0.8254 3.9352
H 1.7025 -0.8778 2.3734
H 2.1218 -1.9654 3.7216
H 0.7345 -4.2165 1.3296
H 2.1626 -3.3080 1.8171
H 1.0913 -2.6061 0.5815
Cl -2.7684 3.3924 -4.0969
C -1.5038 2.1699 -3.9204
Cl -2.2046 0.5903 -3.5351
H -0.8604 2.4901 -3.1046
H -0.9635 2.1002 -4.8627
O 1.2356 -2.2306 -2.2203
C 0.0485 -2.1091 -2.4989
O -0.7586 -1.4113 -1.8045
C -0.5701 -2.8938 -3.6240
C -1.9542 -3.0269 -3.6428
C -2.5991 -3.7954 -4.6035
C -1.8027 -4.4374 -5.5226
O -2.1727 -5.2712 -6.5443
C -0.9682 -5.7043 -7.1396
O 0.1220 -5.0447 -6.5356
C -0.4117 -4.3022 -5.5112
C 0.2309 -3.5299 -4.5755
H -2.5120 -2.5242 -2.8678
H -3.6720 -3.8937 -4.6338
H -0.9913 -5.4797 -8.2161
H -0.8617 -6.7931 -6.9977
H 1.3032 -3.4256 -4.5533
```

As for the energy: -104045.3568 eV. The calculation puts the largest force on an atom at 0.1953 Eh/bohr. The calculation puts the orbital gap at 7.69 eV. The multiplicity is 1.

What is the energy in the second record? -176023.6086 eV

What is the multiplicity in the second record? 1